Entry w
Molecular formula: H18O9
Method: DFT, ωB97M-V/def2-TZVPD

Each line ends with the Löwdin charge.
Geometry (Å):
1 O 2.292 -1.760 -3.058  -0.039
2 H 2.421 -1.161 -2.319  0.010
3 H 2.356 -2.675 -2.779  0.042
4 O 2.209 1.546 0.332  -0.049
5 H 2.328 2.450 0.686  0.080
6 H 2.837 1.105 0.928  0.072
7 O -1.470 -0.595 4.334  -0.066
8 H -0.706 -1.134 4.582  0.030
9 H -2.081 -1.250 3.962  0.040
10 O -2.756 0.335 1.050  -0.067
11 H -2.587 0.812 1.873  0.031
12 H -1.891 0.433 0.628  0.007
13 O -2.793 3.795 -0.861  -0.059
14 H -3.252 3.211 -1.471  0.034
15 H -1.880 4.044 -0.993  0.026
16 O 0.771 -4.261 2.574  -0.063
17 H 0.195 -3.648 3.057  0.025
18 H 0.831 -3.823 1.715  0.021
19 O 1.950 -1.727 0.140  -0.045
20 H 1.327 -1.001 -0.017  0.005
21 H 2.252 -1.780 -0.781  0.000
22 O 0.209 0.535 -1.055  -0.066
23 H 0.746 0.943 -0.343  -0.002
24 H 0.023 1.213 -1.709  -0.006
25 O -0.488 1.952 -3.448  -0.051
26 H -1.082 1.444 -2.885  0.026
27 H -0.940 2.004 -4.304  0.062

Properties
* 2S+1: 1
* gap between HOMO and LUMO: 11.15 eV
* structure (SMILES): O.O.O.O.O.O.O.O.O
* lowest unoccupied orbital energy: -0.0488 eV
* highest occupied orbital energy: -11.20 eV

---

Entry x
Molecular formula: H18O9
Method: DFT, ωB97M-V/def2-TZVPD

Each line ends with the Löwdin charge.
Geometry (Å):
1 O -1.410 2.501 0.451  -0.069
2 H -1.753 2.750 -0.418  0.036
3 H -1.026 1.639 0.351  -0.051
4 O -0.375 0.025 0.557  -0.044
5 H 0.218 -0.030 1.313  0.024
6 H 0.203 -0.349 -0.085  -0.025
7 O -3.823 -0.384 -0.002  -0.039
8 H -4.617 -0.541 0.514  0.034
9 H -3.151 -0.936 0.274  -0.079
10 O 3.102 0.007 1.069  -0.030
11 H 2.824 0.735 0.486  0.003
12 H 3.145 0.388 1.928  0.017
13 O 0.767 0.058 3.156  -0.047
14 H 0.173 0.043 3.913  0.063
15 H 0.878 0.986 2.870  0.064
16 O 1.003 -0.889 -1.476  -0.059
17 H 0.817 0.104 -1.465  0.073
18 H 1.957 -0.810 -1.526  0.079
19 O 1.657 1.650 -0.880  -0.019
20 H 2.573 1.833 -1.049  0.064
21 H 1.358 2.422 -1.339  0.073
22 O 0.219 -1.723 -3.743  -0.069
23 H 0.203 -1.010 -4.372  0.015
24 H 0.245 -1.351 -2.857  -0.040
25 O -2.024 -2.219 0.903  -0.046
26 H -1.982 -3.133 0.605  0.061
27 H -1.189 -1.756 0.823  0.011

Properties
* 2S+1: 1
* gap between HOMO and LUMO: 9.79 eV
* structure (SMILES): O.O.O.O.O.O.O.O.O
* lowest unoccupied orbital energy: -0.4178 eV
* highest occupied orbital energy: -10.21 eV

---

The computed energies, referenced to the most stable structure and given in kJ/mol, are entry w 23.8; entry x 0.0.

---

Entry w
Molecular formula: H18O9
Method: DFT, ωB97M-V/def2-TZVPD

Each line ends with the Löwdin charge.
Geometry (Å):
1 O -0.243 0.448 -0.516  -0.104
2 H 0.715 0.499 -0.427  0.062
3 H -0.468 -0.410 -0.137  0.023
4 O 1.153 3.391 -2.612  -0.055
5 H 0.236 3.235 -2.862  0.018
6 H 1.661 3.026 -3.345  0.036
7 O -3.287 -1.139 -0.315  -0.043
8 H -2.509 -0.928 0.213  0.022
9 H -3.773 -0.308 -0.360  0.040
10 O -1.252 0.553 -2.451  -0.073
11 H -2.138 0.807 -2.730  0.059
12 H -0.903 0.056 -3.199  0.060
13 O 3.099 0.098 2.963  -0.063
14 H 2.666 0.882 2.607  0.053
15 H 2.576 -0.126 3.741  0.044
16 O -0.075 -1.780 -1.502  -0.070
17 H -0.911 -1.321 -1.637  0.000
18 H 0.573 -1.071 -1.423  0.026
19 O -1.304 3.124 0.016  -0.055
20 H -2.212 3.345 0.254  0.033
21 H -1.265 3.287 -0.933  0.017
22 O -1.299 -2.921 2.866  -0.058
23 H -0.492 -2.394 2.854  0.024
24 H -1.025 -3.777 2.518  0.038
25 O 3.362 -1.999 1.820  -0.080
26 H 4.065 -2.656 1.868  0.037
27 H 3.051 -1.922 2.729  0.011

Properties
* 2S+1: 1
* gap between HOMO and LUMO: 10.49 eV
* structure (SMILES): O.O.O.O.O.O.O.O.O
* lowest unoccupied orbital energy: 0.1119 eV
* highest occupied orbital energy: -10.38 eV

---

Entry x
Molecular formula: H18O9
Method: DFT, ωB97M-V/def2-TZVPD

Each line ends with the Löwdin charge.
Geometry (Å):
1 O 0.865 0.792 -0.441  -0.050
2 H 1.267 1.577 -0.831  0.031
3 H 0.528 0.301 -1.199  0.022
4 O -3.493 0.883 -0.992  -0.053
5 H -3.511 1.826 -1.193  0.030
6 H -4.123 0.786 -0.269  0.038
7 O 0.076 -3.498 -3.999  -0.051
8 H 0.085 -2.793 -4.655  0.038
9 H 0.555 -3.127 -3.249  0.032
10 O -0.135 -3.557 0.909  -0.054
11 H 0.265 -2.805 0.460  0.021
12 H -1.083 -3.398 0.835  0.038
13 O -1.404 1.153 3.226  -0.051
14 H -1.382 1.484 2.321  0.021
15 H -2.243 0.682 3.283  0.035
16 O 0.622 -2.126 3.623  -0.063
17 H 0.084 -1.386 3.321  0.015
18 H 1.402 -2.095 3.058  0.029
19 O -1.032 -1.067 -3.430  -0.054
20 H -0.151 -0.835 -3.743  0.030
21 H -0.904 -1.902 -2.965  0.015
22 O 5.510 3.824 1.472  -0.062
23 H 5.868 3.183 2.097  0.034
24 H 4.824 3.335 1.003  0.028
25 O -0.981 3.480 -0.042  -0.049
26 H -0.154 3.348 -0.518  0.021
27 H -1.546 2.763 -0.352  0.008

Properties
* 2S+1: 1
* gap between HOMO and LUMO: 10.37 eV
* structure (SMILES): O.O.O.O.O.O.O.O.O
* lowest unoccupied orbital energy: -0.4929 eV
* highest occupied orbital energy: -10.87 eV

---

Entry y
Molecular formula: H18O9
Method: DFT, ωB97M-V/def2-TZVPD

Each line ends with the Löwdin charge.
Geometry (Å):
1 O -12.266 1.759 -19.707  -0.038
2 H -11.917 2.456 -20.244  0.022
3 H -13.036 1.481 -20.164  -0.045
4 O -15.399 2.601 -18.613  -0.025
5 H -16.128 2.929 -18.091  0.015
6 H -15.612 1.954 -19.258  0.020
7 O -16.775 0.592 -16.504  -0.066
8 H -15.861 0.860 -16.605  -0.037
9 H -16.813 -0.047 -15.783  0.039
10 O -15.511 4.632 -15.818  -0.044
11 H -15.973 5.250 -15.291  0.021
12 H -14.868 4.149 -15.215  0.095
13 O -14.233 1.667 -16.540  -0.068
14 H -13.826 0.947 -16.972  0.021
15 H -14.570 2.115 -17.367  0.000
16 O -14.053 0.747 -21.718  -0.047
17 H -14.986 0.757 -21.469  0.005
18 H -13.986 -0.217 -21.743  0.059
19 O -17.639 3.574 -17.370  -0.006
20 H -17.304 4.321 -17.796  0.021
21 H -17.191 3.530 -16.547  0.007
22 O -16.448 0.512 -20.204  -0.049
23 H -16.364 -0.423 -19.992  0.073
24 H -17.332 0.641 -19.801  0.094
25 O -13.922 4.421 -20.086  -0.086
26 H -13.664 4.097 -20.973  0.037
27 H -14.473 3.712 -19.697  -0.016

Properties
* 2S+1: 1
* gap between HOMO and LUMO: 10.38 eV
* structure (SMILES): O.O.O.O.O.O.O.O.O
* lowest unoccupied orbital energy: 0.0141 eV
* highest occupied orbital energy: -10.37 eV

---

The computed energies, referenced to the most stable structure and given in kJ/mol, are entry w 230.1; entry x 109.0; entry y 0.0.

---

Entry w
Molecular formula: C2H3F4NO
Method: DFT, ωB97M-V/def2-TZVPD

Each line ends with the Löwdin charge.
Geometry (Å):
1 N -2.079 -0.053 0.413  -0.003
2 O -0.912 0.456 0.003  -0.166
3 C 0.384 -0.400 0.087  -0.424
4 F 0.211 -1.492 -0.628  0.156
5 F 0.367 -0.862 1.344  0.143
6 C 1.358 0.680 -0.499  -0.276
7 F 1.201 1.772 0.258  0.106
8 F 2.652 0.264 -0.426  0.079
9 H -2.381 -0.836 -0.322  0.145
10 H -1.962 -0.486 1.304  0.066
11 H 1.160 0.959 -1.535  0.174

Properties
* 2S+1: 1
* gap between HOMO and LUMO: 10.68 eV
* structure (SMILES): NOC(F)(F)C(F)F
* lowest unoccupied orbital energy: 0.7962 eV
* highest occupied orbital energy: -9.89 eV

---

Entry x
Molecular formula: C2H3F4NO
Method: DFT, ωB97M-V/def2-TZVPD

Each line ends with the Löwdin charge.
Geometry (Å):
1 C 0.027 1.254 0.832  -0.322
2 C -0.909 1.550 -0.307  -0.193
3 N 0.797 -2.562 -0.785  -0.089
4 O -0.029 -1.924 -1.486  -0.120
5 F -0.612 1.026 2.010  0.075
6 F 0.753 0.123 0.608  0.047
7 F -2.157 1.087 -0.210  0.125
8 F -0.940 2.846 -0.660  0.099
9 H 0.739 2.083 0.971  0.164
10 H 1.697 -2.816 -1.187  0.108
11 H 0.634 -2.667 0.214  0.106

Properties
* 2S+1: 1
* gap between HOMO and LUMO (spin up / spin down): 10.48 / 8.10 eV
* lowest unoccupied orbital energy (spin up / spin down): 0.7558 / -0.5827 eV
* highest occupied orbital energy (spin up / spin down): -9.72 / -8.68 eV

---

The computed energies, referenced to the most stable structure and given in kJ/mol, are entry w 0.0; entry x 190.1.

---

Entry w
Molecular formula: C5H18N2O3
Method: DFT, ωB97M-V/def2-TZVPD

Each line ends with the Löwdin charge.
Geometry (Å):
1 C 1.605 -1.135 1.111  -0.039
2 C 1.501 -0.666 -0.383  -0.316
3 C 0.959 -1.948 -1.089  -0.238
4 O 2.024 -2.912 -1.323  -0.095
5 N 0.422 0.368 -0.573  -0.065
6 C 0.867 1.696 -0.184  -0.262
7 C -0.283 2.702 -0.493  -0.241
8 N -1.313 2.794 0.609  -0.014
9 H 1.020 -2.063 1.313  0.087
10 H 1.214 -0.268 1.628  0.053
11 H 2.665 -1.188 1.441  0.085
12 H 2.399 -0.234 -0.737  0.124
13 H 0.296 -2.568 -0.414  0.117
14 H 0.582 -1.629 -2.089  0.120
15 H 1.746 -3.611 -1.940  0.087
16 H -0.337 0.206 0.143  0.120
17 H 1.716 1.951 -0.823  0.108
18 H 1.222 1.819 0.875  0.120
19 H 0.107 3.669 -0.645  0.078
20 H -0.737 2.265 -1.384  0.105
21 H -1.148 3.633 1.225  0.090
22 H -2.171 2.569 0.162  0.038
23 O -3.048 -0.207 2.775  -0.109
24 H -3.289 0.749 2.845  0.045
25 H -2.926 -0.433 1.807  0.048
26 O -1.969 -1.589 -1.101  -0.044
27 H -1.223 -1.409 -1.598  -0.061
28 H -1.901 -2.562 -1.156  0.056

Properties
* 2S+1: 1
* gap between HOMO and LUMO: 9.61 eV
* structure (SMILES): C[C@@H](CO)NCCN.O.O
* lowest unoccupied orbital energy: 0.5531 eV
* highest occupied orbital energy: -9.06 eV

---

Entry x
Molecular formula: C5H18N2O3
Method: DFT, ωB97M-V/def2-TZVPD

Each line ends with the Löwdin charge.
Geometry (Å):
1 C 0.787 -1.254 1.337  -0.051
2 C 1.117 -1.197 -0.158  -0.372
3 C 0.713 -2.513 -0.842  -0.223
4 O 1.527 -3.568 -0.387  -0.049
5 N 0.427 -0.109 -0.875  -0.030
6 C 0.964 1.213 -0.552  -0.237
7 C 0.121 2.302 -1.255  -0.243
8 N -1.161 2.487 -0.522  -0.006
9 H 1.099 -2.227 1.748  0.082
10 H -0.319 -1.169 1.507  0.080
11 H 1.284 -0.487 1.893  0.054
12 H 2.185 -1.065 -0.282  0.133
13 H -0.257 -2.795 -0.568  0.100
14 H 0.777 -2.507 -1.959  0.135
15 H 2.381 -3.459 -0.710  0.049
16 H -0.533 -0.222 -0.702  0.050
17 H 2.011 1.250 -0.956  0.123
18 H 0.993 1.449 0.564  0.114
19 H 0.671 3.275 -1.233  0.111
20 H -0.042 2.037 -2.355  0.124
21 H -1.645 3.330 -0.810  0.079
22 H -1.808 1.770 -0.721  0.032
23 O -1.618 1.371 2.112  -0.069
24 H -0.791 1.194 2.610  0.067
25 H -1.324 1.993 1.447  -0.005
26 O -2.516 -0.251 0.201  -0.051
27 H -2.697 -1.139 0.537  0.059
28 H -2.345 0.291 0.931  -0.058

Properties
* 2S+1: 1
* gap between HOMO and LUMO: 9.52 eV
* structure (SMILES): C[C@@H](CO)NCCN.O.O
* lowest unoccupied orbital energy: 0.8119 eV
* highest occupied orbital energy: -8.71 eV

---

The computed energies, referenced to the most stable structure and given in kJ/mol, are entry w 162.6; entry x 0.0.

---

Entry w
Molecular formula: C2H7S3
Method: DFT, ωB97M-V/def2-TZVPD

Each line ends with the Löwdin charge.
Geometry (Å):
1 C 0.397 -2.585 -1.390  -0.459
2 S -0.428 -3.785 -0.298  0.573
3 H 0.519 -1.784 -0.701  -0.016
4 H 1.328 -3.047 -1.685  0.015
5 H -0.207 -2.333 -2.271  0.039
6 C -0.813 2.771 1.850  -0.526
7 S -0.621 2.231 0.043  -0.052
8 S 1.251 1.662 -0.058  -0.386
9 H -0.133 2.291 2.533  -0.014
10 H -1.995 2.564 2.033  0.042
11 H -0.818 3.835 1.990  -0.029
12 H 0.570 -4.371 0.361  -0.188

Properties
* 2S+1: 1
* gap between HOMO and LUMO: 4.87 eV
* lowest unoccupied orbital energy: 3.0210 eV
* highest occupied orbital energy: -1.85 eV
* total charge: -1

---

Entry x
Molecular formula: C2H7S3
Method: DFT, ωB97M-V/def2-TZVPD

Each line ends with the Löwdin charge.
Geometry (Å):
1 C -2.098 -0.114 0.549  -0.526
2 S -2.138 -1.302 -0.821  0.518
3 H -1.247 0.533 0.363  -0.008
4 H -3.010 0.488 0.494  0.008
5 H -1.990 -0.571 1.532  0.020
6 C 1.983 1.002 -0.280  -0.567
7 S 2.061 -0.648 -1.018  0.078
8 S 1.284 -1.887 0.433  -0.258
9 H 2.517 1.003 0.661  0.002
10 H 0.950 1.352 -0.183  -0.001
11 H 2.488 1.671 -0.993  0.006
12 H -0.797 -1.527 -0.736  -0.272

Properties
* 2S+1: 1
* gap between HOMO and LUMO: 5.94 eV
* lowest unoccupied orbital energy: 3.5391 eV
* highest occupied orbital energy: -2.41 eV
* total charge: -1

---

The computed energies, referenced to the most stable structure and given in kJ/mol, are entry w 97.8; entry x 0.0.

---

Entry w
Molecular formula: CHFN2O2S
Method: DFT, ωB97M-V/def2-TZVPD

Each line ends with the Löwdin charge.
Geometry (Å):
1 N -1.038 -2.177 -0.019  0.163
2 C -1.095 -1.030 0.202  -0.485
3 N -0.963 0.224 0.380  0.026
4 S 0.999 0.539 0.034  0.789
5 O 1.551 -0.633 0.613  -0.209
6 O 1.198 1.914 0.287  -0.228
7 F 1.090 0.393 -1.585  -0.164
8 H -1.743 0.769 0.089  0.108

Properties
* 2S+1: 1
* gap between HOMO and LUMO: 9.32 eV
* structure (SMILES): N#CNS(=O)(=O)F
* lowest unoccupied orbital energy: -1.2916 eV
* highest occupied orbital energy: -10.61 eV

---

Entry x
Molecular formula: CHFN2O2S
Method: DFT, ωB97M-V/def2-TZVPD

Each line ends with the Löwdin charge.
Geometry (Å):
1 N 1.519 0.593 -2.205  0.190
2 C 0.848 0.432 -1.310  -0.406
3 N 0.080 0.320 -0.259  -0.053
4 S -1.561 0.880 -0.457  0.693
5 O -1.686 1.879 -1.423  -0.197
6 O -2.309 1.053 0.734  -0.221
7 F -2.089 -0.523 -1.187  -0.192
8 H 0.516 -0.072 0.629  0.186

Properties
* 2S+1: 1
* gap between HOMO and LUMO: 11.28 eV
* structure (SMILES): N#CNS(=O)(=O)F
* lowest unoccupied orbital energy: -0.2461 eV
* highest occupied orbital energy: -11.52 eV

---

The computed energies, referenced to the most stable structure and given in kJ/mol, are entry w 74.9; entry x 0.0.

---

Entry w
Molecular formula: C4H6O
Method: DFT, ωB97M-V/def2-TZVPD

Each line ends with the Löwdin charge.
Geometry (Å):
1 C -0.777 0.808 -0.009  -0.144
2 C -0.626 -0.732 -0.116  -0.108
3 C 0.882 -0.678 0.309  -0.445
4 O 1.674 -0.630 -0.764  -0.050
5 C 0.714 0.798 0.110  0.040
6 H -1.282 1.087 0.938  0.127
7 H -1.241 1.384 -0.814  0.104
8 H -1.237 -1.304 0.571  0.102
9 H -0.715 -1.059 -1.154  0.119
10 H 1.188 -1.173 1.238  0.139
11 H 1.421 1.497 -0.309  0.115

Properties
* 2S+1: 1
* gap between HOMO and LUMO: 9.33 eV
* lowest unoccupied orbital energy: 0.0690 eV
* highest occupied orbital energy: -9.26 eV

---

Entry x
Molecular formula: C4H6O
Method: DFT, ωB97M-V/def2-TZVPD

Each line ends with the Löwdin charge.
Geometry (Å):
1 C -1.684 -0.279 -0.040  0.006
2 C -0.481 -0.460 -0.580  -0.194
3 C 0.627 0.559 -0.469  -0.170
4 C 1.365 0.106 0.782  -0.278
5 O 2.360 -0.576 0.779  0.053
6 H -1.954 0.688 0.380  0.062
7 H -2.416 -1.079 0.051  0.058
8 H -0.183 -1.430 -0.971  0.108
9 H 1.327 0.548 -1.309  0.115
10 H 0.200 1.563 -0.349  0.115
11 H 0.840 0.361 1.727  0.126

Properties
* 2S+1: 1
* gap between HOMO and LUMO: 10.66 eV
* structure (SMILES): C=CCC=O
* lowest unoccupied orbital energy: 0.9574 eV
* highest occupied orbital energy: -9.70 eV

---

The computed energies, referenced to the most stable structure and given in kJ/mol, are entry w 284.9; entry x 0.0.